[1]
Molecular formula: C31H47Cl2NO13S
Method: DFT, the ωB97M-V functional and the def2-TZVPD basis

## Properties
Largest force on an atom in eV Å⁻¹: 9.06
Spin multiplicity: 1
LUMO in eV: -1.3942
Orbital gap in eV: 7.54

Geometry (Å):
C (-2.261, -5.049, -0.108)
C (-1.857, -3.504, 0.264)
C (-0.441, -2.752, -0.181)
C (0.712, -3.573, -1.066)
Cl (1.184, -5.189, -0.242)
C (0.231, -3.813, -2.638)
C (1.620, -4.210, -3.463)
Cl (-0.377, -2.172, -3.342)
C (-0.072, -1.179, 0.254)
C (-1.149, -0.299, 1.182)
C (-0.886, 1.230, 1.712)
C (0.611, 1.825, 1.393)
C (0.638, 3.357, 2.064)
C (-0.292, 4.429, 1.200)
O (-1.378, 4.970, 1.815)
O (-0.047, 4.823, -0.195)
C (-2.533, -1.074, 1.593)
C (-2.896, -2.615, 1.168)
C (-4.349, -2.951, 1.849)
O (-5.288, -3.858, 1.565)
N (-4.512, -1.900, 2.967)
C (-3.912, -2.639, 4.143)
C (-3.600, -1.716, 5.461)
C (-2.058, -2.136, 5.954)
S (-0.711, -1.362, 4.896)
C (-3.830, -0.635, 2.494)
O (-4.351, 0.559, 2.804)
H (-2.093, -5.710, 0.864)
H (-3.405, -5.034, -0.435)
H (-1.620, -5.536, -0.957)
H (1.660, -2.885, -1.107)
H (-0.616, -4.614, -2.733)
H (2.267, -3.247, -3.742)
H (1.305, -4.838, -4.400)
H (2.346, -4.892, -2.819)
H (0.947, -0.666, -0.060)
H (-0.974, 1.187, 2.902)
H (-1.729, 2.004, 1.380)
H (0.778, 1.930, 0.240)
H (1.475, 1.231, 1.933)
H (0.095, 3.249, 3.121)
H (1.744, 3.729, 2.188)
H (0.242, 3.999, -0.690)
H (-2.948, -3.273, 3.881)
H (-4.726, -3.442, 4.483)
H (-3.618, -0.559, 5.276)
H (-4.372, -1.911, 6.351)
H (-1.877, -1.861, 7.078)
H (-1.991, -3.326, 5.894)
H (0.288, -2.286, 4.550)
C (5.470, 1.553, 7.300)
C (5.065, 1.784, 5.855)
O (3.744, 1.284, 5.613)
C (2.730, 2.080, 6.034)
O (2.846, 3.167, 6.579)
O (1.560, 1.448, 5.766)
C (0.407, 2.142, 6.235)
H (5.350, 0.499, 7.570)
H (6.511, 1.846, 7.461)
H (4.840, 2.130, 7.984)
H (5.740, 1.228, 5.195)
H (5.140, 2.841, 5.577)
H (0.394, 3.179, 5.881)
H (0.372, 2.107, 7.329)
H (-0.479, 1.635, 5.843)
C (-4.737, -2.123, -5.466)
C (-3.254, -1.996, -5.764)
O (-2.868, -2.895, -6.811)
C (-3.165, -2.490, -8.070)
O (-3.711, -1.443, -8.380)
O (-2.771, -3.464, -8.930)
C (-3.101, -3.202, -10.291)
H (-5.001, -3.166, -5.260)
H (-5.013, -1.510, -4.605)
H (-5.341, -1.807, -6.322)
H (-2.679, -2.278, -4.875)
H (-2.977, -0.965, -6.012)
H (-2.739, -2.218, -10.607)
H (-4.184, -3.279, -10.432)
H (-2.615, -3.960, -10.911)
C (5.243, 4.174, -5.272)
C (5.533, 3.874, -3.812)
O (5.263, 5.021, -2.996)
C (3.957, 5.237, -2.702)
O (3.015, 4.546, -3.058)
O (3.874, 6.372, -1.963)
C (2.540, 6.764, -1.653)
H (5.781, 5.070, -5.596)
H (5.539, 3.333, -5.905)
H (4.178, 4.367, -5.433)
H (6.596, 3.643, -3.692)
H (4.971, 3.002, -3.458)
H (1.980, 5.943, -1.192)
H (2.036, 7.115, -2.559)
H (2.585, 7.591, -0.939)

=====

[2]
Molecular formula: C31H47N2O10Si2
Method: DFT, the ωB97M-V functional and the def2-TZVPD basis

## Properties
Net charge: -1
Largest force on an atom in eV Å⁻¹: 8.40
Spin multiplicity: 1
LUMO in eV: 0.3193
Orbital gap in eV: 5.27

Geometry (Å):
C (-1.942, 1.424, -2.792)
O (-2.848, 1.959, -1.762)
C (-3.911, 1.001, -1.407)
C (-4.152, 1.013, 0.247)
C (-2.908, 0.134, 0.884)
C (-2.580, 0.539, 2.472)
Si (-0.835, -0.180, 2.870)
C (-0.909, -1.903, 3.810)
O (-0.303, -1.706, 5.147)
C (0.619, -2.800, 5.497)
C (2.235, -2.529, 5.799)
O (0.151, -4.059, 5.625)
O (0.183, 0.855, 3.858)
Si (1.698, 1.263, 3.070)
C (2.510, -0.160, 2.060)
C (4.164, -0.237, 2.200)
C (4.556, -1.809, 1.787)
C (6.215, -1.928, 1.944)
C (4.046, -2.231, 0.284)
C (3.172, -3.654, 0.261)
C (2.438, -3.925, -1.190)
C (1.008, -3.629, -1.510)
C (-0.024, -4.645, -2.301)
C (0.395, -2.140, -1.080)
C (1.451, 2.913, 2.057)
O (1.821, 4.134, 2.534)
O (0.796, 2.837, 0.738)
H (-0.882, 1.964, -2.722)
H (-1.739, 0.271, -2.721)
H (-2.355, 1.711, -3.871)
H (-4.902, 1.214, -2.009)
H (-3.630, -0.132, -1.655)
H (-5.191, 0.490, 0.471)
H (-4.106, 2.129, 0.612)
H (-3.037, -1.022, 0.728)
H (-1.930, 0.437, 0.272)
H (-3.461, 0.066, 3.122)
H (-2.570, 1.699, 2.633)
H (-0.213, -0.500, 1.562)
H (-2.043, -2.230, 3.963)
H (-0.309, -2.750, 3.225)
H (2.421, -1.457, 6.283)
H (2.899, -2.571, 4.835)
H (2.675, -3.299, 6.592)
H (2.638, 1.627, 4.162)
H (2.119, -1.237, 2.307)
H (2.296, 0.067, 0.908)
H (4.530, -0.123, 3.323)
H (4.729, 0.542, 1.534)
H (4.010, -2.473, 2.614)
H (6.607, -1.206, 2.780)
H (6.654, -1.565, 0.903)
H (6.523, -3.048, 2.165)
H (5.009, -2.408, -0.395)
H (3.407, -1.419, -0.268)
H (3.996, -4.509, 0.378)
H (2.448, -3.743, 1.188)
H (3.127, -4.422, -2.029)
H (-0.546, -5.430, -1.569)
H (0.509, -5.287, -3.137)
H (-0.923, -4.085, -2.836)
H (-0.661, -1.934, -1.586)
H (0.332, -2.101, 0.111)
H (1.097, -1.258, -1.473)
C (-8.967, -1.875, -5.953)
C (-7.802, -2.579, -5.643)
C (-6.919, -2.082, -4.681)
C (-7.217, -0.877, -4.030)
C (-8.382, -0.165, -4.345)
C (-9.255, -0.670, -5.310)
N (-6.306, -0.363, -3.000)
O (-5.277, -1.012, -2.764)
O (-6.621, 0.688, -2.424)
H (-9.654, -2.269, -6.699)
H (-7.583, -3.517, -6.149)
H (-6.016, -2.642, -4.451)
H (-8.623, 0.774, -3.851)
H (-10.164, -0.126, -5.560)
C (3.269, 6.562, 0.924)
C (3.159, 5.277, 0.390)
C (4.012, 4.871, -0.638)
C (4.980, 5.762, -1.122)
C (5.088, 7.055, -0.593)
C (4.227, 7.451, 0.433)
N (5.896, 5.332, -2.185)
O (5.757, 4.187, -2.640)
O (6.760, 6.137, -2.563)
H (2.606, 6.872, 1.730)
H (2.409, 4.590, 0.778)
H (3.914, 3.866, -1.043)
H (5.831, 7.758, -0.963)
H (4.305, 8.451, 0.852)

=====

[3]
Molecular formula: C31H47NO3P2RhS
Method: DFT, the ωB97M-V functional and the def2-TZVPD basis

## Properties
<S²>: 6.0146
Net charge: +1
Largest force on an atom in eV Å⁻¹: 6.24
Spin multiplicity: 5
LUMO (spin up / spin down) in eV: -2.4383 / -5.1403
Orbital gap (spin up / spin down) in eV: 7.83 / 5.56

Geometry (Å):
Rh (0.798, -0.979, -2.265)
C (-0.270, -2.251, 1.490)
C (1.061, -2.565, 1.122)
C (1.139, -1.029, 2.819)
C (-0.208, -1.352, 2.602)
C (1.919, -1.710, 1.831)
C (-1.440, -3.090, 1.182)
H (-1.359, -3.642, 0.230)
H (-2.376, -2.510, 1.194)
H (-1.561, -3.850, 1.981)
C (-1.305, -1.105, 3.534)
H (-2.224, -0.832, 3.002)
H (-1.039, -0.275, 4.189)
H (-1.512, -1.986, 4.164)
C (1.673, -0.359, 4.015)
H (1.354, -0.919, 4.912)
H (1.264, 0.655, 4.112)
H (2.772, -0.309, 4.006)
C (3.393, -1.771, 1.777)
H (3.724, -2.553, 2.493)
H (3.892, -0.844, 2.083)
H (3.789, -2.052, 0.781)
C (1.519, -3.717, 0.335)
H (1.855, -4.393, 1.139)
H (2.384, -3.534, -0.322)
H (0.699, -4.208, -0.194)
C (-1.254, 0.162, -4.540)
C (-1.419, -1.183, -4.572)
C (-0.514, -2.118, -5.308)
C (1.025, -1.817, -5.215)
C (1.581, -1.238, -3.952)
C (1.525, 0.162, -3.582)
C (1.080, 1.182, -4.650)
C (-0.285, 0.939, -5.341)
H (-0.752, -2.037, -6.381)
H (1.365, -1.113, -6.005)
H (-0.693, -3.166, -5.015)
H (-0.126, 0.464, -6.329)
H (-1.978, 0.742, -3.969)
H (-2.439, -1.564, -4.408)
H (-0.740, 1.933, -5.513)
H (1.090, 2.194, -4.204)
H (2.391, 0.610, -3.050)
H (1.877, 1.225, -5.423)
H (1.584, -2.773, -5.235)
H (2.200, -1.882, -3.338)
P (-0.990, -0.330, -0.645)
P (1.925, 0.811, -0.388)
C (-0.638, 1.333, -1.507)
C (0.709, 1.976, -1.085)
H (-1.472, 1.991, -1.236)
H (-0.678, 1.193, -2.601)
H (1.165, 2.509, -1.929)
H (0.542, 2.734, -0.307)
C (2.398, 1.586, 1.186)
H (2.815, 0.828, 1.854)
H (1.488, 2.024, 1.647)
H (3.147, 2.373, 0.978)
C (3.595, 0.921, -1.174)
H (3.726, 1.836, -1.760)
H (3.790, 0.072, -1.827)
H (4.378, 0.865, -0.411)
C (-2.824, -0.372, -0.449)
H (-3.185, -1.403, -0.380)
H (-3.284, 0.159, -1.297)
H (-3.058, 0.146, 0.494)
C (-1.088, -1.903, -1.862)
H (-0.282, -2.674, -1.855)
H (-1.448, -1.635, -2.854)
H (-1.876, -2.450, -1.342)
O (0.328, 5.062, 3.593)
S (0.096, 3.664, 3.778)
O (0.869, 2.922, 4.770)
N (0.003, 2.832, 2.384)
C (-1.155, 2.171, 2.194)
O (-1.323, 1.233, 1.371)
C (-2.191, 2.586, 3.162)
C (-3.524, 2.158, 3.244)
C (-4.273, 2.574, 4.338)
C (-3.704, 3.419, 5.306)
C (-2.368, 3.829, 5.232)
C (-1.638, 3.398, 4.130)
H (-3.951, 1.504, 2.488)
H (-5.312, 2.285, 4.453)
H (-4.289, 3.742, 6.159)
H (-1.886, 4.484, 5.964)

=====

Number 1: molecular weight 744.68 g mol⁻¹. Number 2: molecular weight 663.89 g mol⁻¹. Number 3: molecular weight 678.64 g mol⁻¹.